Entry 1:
# CH4IN3

A cluster of 2 separate species, CH4IN3 in total at a distorted geometry (wB97M-V/def2-TZVPD, OMol25).

The geometry in ORCA input format:
```
! RIJCOSX wB97M-V def2-TZVPD def2/J DEFGRID3
* xyz 0 1
H 0.892 -1.754 0.695
N 0.779 -1.302 -0.208
N 1.291 -0.378 -0.666
I 3.119 0.489 0.130
C -1.057 0.718 -0.275
N -1.422 0.815 0.906
H -0.201 1.375 -0.660
H -1.288 -0.011 -1.180
H -2.113 0.048 1.257
*
```

* largest force on an atom: 3.9 eV Å⁻¹
* HOMO (alpha / beta): -9.04 / -9.04 eV
* energy: -502.3325 Eh
* relative energy (zero: lowest compared OMol25 entry of this formula, charge and spin): 22.4 kcal per mole

How is the electron density shared among the atoms? According to Mulliken, the charges in e are: H 0.29; N -0.22; N -0.04; I -0.06; C -0.24; N -0.49; H 0.23; H 0.27; H 0.25

Entry 2:
# CH4INOS

A cluster of 2 separate species, CH4INOS in total at a distorted geometry (wB97M-V/def2-TZVPD, OMol25).

The geometry in ORCA input format:
```
! RIJCOSX wB97M-V def2-TZVPD def2/J DEFGRID3
* xyz 0 1
C -0.467 1.157 -0.427
N -0.662 0.807 0.764
O 0.061 0.195 1.520
H 0.522 1.025 -0.992
H -1.209 1.736 -0.779
H -1.687 1.045 1.167
S 0.766 -2.582 0.034
I 1.155 -1.470 -2.111
H 1.522 -1.914 0.824
*
```

* largest force on an atom: 4.2 eV Å⁻¹
* HOMO: -8.70 eV
* energy: -866.2590 Eh
* relative energy (zero: lowest compared OMol25 entry of this formula, charge and spin): 46.3 kcal per mole

How is the electron density shared among the atoms? According to Mulliken, the charges in e are: C -0.42; N 0.17; O -0.57; H 0.27; H 0.27; H 0.26; S -0.25; I 0.08; H 0.18

Entry 3:
# CH4INP2

A cluster of 2 separate species, CH4INP2 in total at a distorted geometry (wB97M-V/def2-TZVPD, OMol25).

The geometry in ORCA input format:
```
! RIJCOSX wB97M-V def2-TZVPD def2/J DEFGRID3
* xyz 0 1
C -0.227 -1.336 -0.572
N 1.266 1.760 0.059
P 0.252 2.897 0.373
P 1.747 0.721 -1.012
I 3.690 -0.257 0.148
H 0.226 -2.299 -0.386
H -0.335 -0.885 -1.488
H -0.636 -0.701 0.309
H 1.083 3.893 0.871
*
```

* largest force on an atom: 3.9 eV Å⁻¹
* HOMO (alpha / beta): -8.80 / -7.55 eV
* energy: -1075.5375 Eh
* relative energy (zero: lowest compared OMol25 entry of this formula, charge and spin): 71.0 kcal per mole

How is the electron density shared among the atoms? According to Mulliken, the charges in e are: C -1.00; N 0.06; P -0.11; P 0.11; I -0.11; H 0.33; H 0.42; H 0.27; H 0.04

Entry 4:
# CH4INS

A cluster of 2 separate species, CH4INS in total at a distorted geometry (wB97M-V/def2-TZVPD, OMol25).

The geometry in ORCA input format:
```
! RIJCOSX wB97M-V def2-TZVPD def2/J DEFGRID3
* xyz 0 1
C 1.276 0.459 -0.378
N 2.422 1.381 -0.326
S 2.294 2.834 0.241
H 1.051 0.355 -1.480
H 1.714 -0.643 -0.072
H 0.374 0.736 0.230
I -3.972 0.507 0.043
H -3.139 1.312 -1.020
*
```

* largest force on an atom: 3.1 eV Å⁻¹
* HOMO: -8.45 eV
* energy: -791.0452 Eh
* relative energy (zero: lowest compared OMol25 entry of this formula, charge and spin): 44.6 kcal per mole

How is the electron density shared among the atoms? According to Mulliken, the charges in e are: C -0.48; N -0.18; S -0.04; H 0.22; H 0.22; H 0.26; I -0.09; H 0.09

What is the formula in the third record? CH4INP2

largest force on an atom of number 3 (CH4INP2)? 3.9 eV Å⁻¹

Among the records above, which one has the lowest energy? CH4INP2